# 1
A structure of composition C47H50BrF4GeNOPReSi2, computed with ωB97M-V/def2-TZVPD.

```
109
Properties=species:S:1:pos:R:3:lowdin_charge:R:1
Re 0.175 -0.511 -0.360 0.9096
N 2.682 1.108 2.528 0.2562
C 1.658 0.791 1.762 -0.4759
O 1.853 0.075 0.726 -0.1587
C 0.272 1.207 2.102 -0.1436
C -0.637 1.088 0.874 -0.2613
H 3.603 0.779 2.300 0.1400
H 2.557 1.681 3.343 0.1423
H 0.278 2.200 2.563 0.1405
H -0.037 0.516 2.895 0.0994
H -0.625 2.041 0.369 0.0053
H -1.667 0.954 1.195 0.0446
F -3.907 -6.174 -1.310 0.1994
C -3.293 -5.213 -0.685 -0.1337
C -3.103 -5.279 0.677 -0.1313
F -3.541 -6.312 1.346 0.1887
C -2.455 -4.250 1.333 -0.1846
F -2.352 -4.359 2.647 0.1343
C -1.951 -3.145 0.663 -0.2825
P -1.110 -1.740 1.494 1.0629
C -0.015 -2.409 2.784 -0.3289
C 1.365 -2.466 2.553 -0.1037
C 2.224 -2.983 3.514 -0.0555
C 1.720 -3.435 4.725 -0.0438
C 0.355 -3.370 4.976 -0.0390
C -0.507 -2.865 4.015 -0.0903
C -2.506 -0.905 2.297 -0.3569
C -2.440 -0.322 3.562 -0.0943
C -3.531 0.380 4.064 -0.0452
C -4.686 0.514 3.307 -0.0449
C -4.756 -0.056 2.041 -0.0458
C -3.674 -0.762 1.538 -0.0783
C -2.184 -3.109 -0.702 -0.5002
Br -1.748 -1.555 -1.699 1.0978
C -2.841 -4.108 -1.380 -0.2399
F -3.062 -4.024 -2.688 0.1155
H 1.791 -2.095 1.632 0.0678
H 3.290 -3.030 3.315 0.1159
H 2.389 -3.840 5.476 0.1203
H -0.044 -3.723 5.922 0.1228
H -1.566 -2.839 4.223 0.1047
H -1.551 -0.414 4.174 0.1025
H -3.476 0.819 5.056 0.1195
H -5.536 1.061 3.704 0.1202
H -5.654 0.049 1.445 0.1140
H -3.747 -1.190 0.543 0.0960
C 4.417 1.463 -1.270 -0.1740
Si 2.695 1.909 -1.811 0.5275
C 2.796 2.684 -3.495 -0.1532
C 2.123 3.074 -0.473 -0.1415
C 1.371 0.461 -2.143 -0.4615
Si 1.997 -1.399 -2.269 0.4635
C 3.802 -1.685 -2.069 -0.1591
C 1.181 -2.644 -1.051 -0.2366
C 1.491 -1.932 -3.966 -0.1595
H 4.860 2.435 -0.992 0.0567
H 5.063 1.026 -2.031 0.0371
H 4.430 0.832 -0.376 0.0218
H 3.409 3.601 -3.478 0.0608
H 1.812 2.933 -3.907 0.0119
H 3.276 1.980 -4.194 0.0537
H 2.305 4.106 -0.806 0.0549
H 2.754 2.908 0.411 0.0367
H 1.068 3.025 -0.178 0.0126
H 1.220 0.560 -3.229 0.0468
H 4.179 -1.494 -1.063 0.0439
H 4.405 -1.126 -2.791 0.0504
H 3.945 -2.755 -2.290 0.0615
H 2.048 -3.225 -0.707 0.0734
H 0.515 -3.298 -1.625 0.0450
H 0.641 -2.536 -0.078 -0.0317
H 1.859 -1.218 -4.718 0.0586
H 0.400 -2.005 -4.071 0.0282
H 1.916 -2.920 -4.200 0.0608
C 0.050 0.895 -1.578 -0.4225
Ge -1.188 2.327 -2.386 1.0353
C -0.667 4.060 -1.693 -0.2880
C -1.132 4.546 -0.464 -0.1339
C -0.723 5.783 0.018 -0.0593
C 0.158 6.565 -0.725 -0.0582
C 0.621 6.103 -1.951 -0.0653
C 0.213 4.861 -2.426 -0.1249
C -0.916 2.127 -4.295 -0.2787
C -1.027 3.195 -5.190 -0.0931
C -0.910 2.992 -6.561 -0.0564
C -0.696 1.716 -7.066 -0.0591
C -0.619 0.634 -6.195 -0.0652
C -0.734 0.844 -4.826 -0.1381
C -3.035 1.907 -1.996 -0.2665
C -3.629 0.779 -2.572 -0.1851
C -4.981 0.509 -2.409 -0.0742
C -5.776 1.386 -1.676 -0.0722
C -5.213 2.536 -1.134 -0.0665
C -3.855 2.796 -1.298 -0.0899
H -1.832 3.965 0.136 0.0895
H -1.101 6.146 0.969 0.1130
H 0.471 7.535 -0.354 0.1144
H 1.301 6.711 -2.542 0.1174
H 0.609 4.519 -3.381 0.0817
H -1.230 4.201 -4.835 0.1055
H -0.997 3.837 -7.239 0.1169
H -0.608 1.562 -8.137 0.1155
H -0.479 -0.372 -6.584 0.1123
H -0.686 -0.027 -4.170 0.0600
H -3.056 0.121 -3.216 0.0430
H -5.420 -0.368 -2.879 0.1134
H -6.835 1.189 -1.555 0.1125
H -5.833 3.247 -0.595 0.1137
H -3.454 3.717 -0.883 0.0820
```

Computed properties:
net charge = +2
HOMO level = -0.4837 hartree
lowest unoccupied orbital energy = -5.45 eV

# 2
A structure of composition C47H51BN9O6S3V, computed with ωB97M-V/def2-TZVPD.

```
118
Properties=species:S:1:pos:R:3:lowdin_charge:R:1
V -0.219 -0.383 -0.118 0.6259
C 2.347 -0.704 4.864 -0.0563
C 2.582 0.113 3.628 -0.2438
C 3.843 0.309 3.175 0.0423
C 4.071 1.077 2.009 -0.2128
N 3.080 1.524 1.300 0.1834
N 1.824 1.275 1.698 0.0070
B 0.704 1.675 0.694 -0.5296
N 1.217 2.493 -0.585 0.0221
N 1.994 3.568 -0.338 0.1820
C 2.378 4.324 -1.321 -0.2150
C 2.101 3.965 -2.667 0.0445
C 1.276 2.932 -2.929 -0.2491
C 0.918 2.516 -4.318 -0.0655
C 0.710 2.236 -1.806 -0.5899
S -0.624 1.225 -2.026 0.7980
C 3.082 5.641 -1.017 -0.5396
C 2.370 6.764 -1.785 -0.0529
C 4.541 5.589 -1.485 -0.0360
C 3.009 5.950 0.474 -0.0544
N -0.259 2.674 1.429 -0.0584
N 0.348 3.580 2.209 0.1750
C -0.377 4.401 2.905 -0.2202
C -1.792 4.430 2.753 0.0449
C -2.411 3.503 1.986 -0.2472
C -3.895 3.440 1.825 -0.0714
C -1.588 2.503 1.365 -0.6364
S -2.242 1.097 0.705 0.8028
C 0.328 5.302 3.909 -0.5439
C 0.242 6.759 3.441 -0.0394
C -0.366 5.155 5.268 -0.0473
C 1.792 4.890 4.060 -0.0468
C 1.496 0.694 2.882 -0.6345
S -0.098 0.662 3.432 0.7530
C 5.488 1.351 1.519 -0.5433
C 6.438 1.561 2.705 -0.0612
C 5.944 0.141 0.694 -0.0353
C 5.518 2.599 0.643 -0.0685
H 2.946 -0.319 5.690 0.0824
H 2.646 -1.735 4.676 0.0789
H 1.300 -0.693 5.151 0.0320
H 4.675 -0.146 3.698 0.1233
H 2.553 4.517 -3.482 0.1189
H 1.485 3.098 -5.045 0.0776
H -0.149 2.648 -4.500 0.0728
H 1.125 1.453 -4.459 0.0799
H 2.512 6.683 -2.863 0.0732
H 2.773 7.729 -1.471 0.0852
H 1.298 6.760 -1.581 0.0922
H 4.598 5.456 -2.567 0.0795
H 5.085 4.772 -1.018 0.0653
H 5.045 6.525 -1.236 0.0846
H 2.000 6.257 0.745 0.0682
H 3.698 6.760 0.719 0.0879
H 3.254 5.076 1.072 0.0617
H -2.379 5.185 3.262 0.1170
H -4.368 4.316 2.268 0.0757
H -4.285 2.540 2.301 0.0790
H -4.163 3.370 0.770 0.0782
H -0.794 7.072 3.295 0.0788
H 0.772 6.892 2.500 0.0661
H 0.693 7.421 4.184 0.0842
H -1.395 5.518 5.245 0.0733
H 0.173 5.732 6.022 0.0832
H -0.381 4.110 5.580 0.0931
H 2.318 4.931 3.110 0.0583
H 1.871 3.867 4.430 0.0876
H 2.280 5.562 4.770 0.0848
H 6.674 0.628 3.219 0.0737
H 6.013 2.254 3.432 0.0887
H 7.379 1.981 2.343 0.0812
H 5.874 -0.780 1.274 0.0869
H 6.983 0.268 0.376 0.0813
H 5.317 0.028 -0.192 0.0866
H 5.424 3.504 1.247 0.0834
H 4.691 2.587 -0.064 0.0634
H 6.465 2.644 0.101 0.0843
O 1.360 -4.183 4.185 0.1033
C 0.044 -4.272 4.315 -0.5059
O -0.472 -4.918 5.199 0.0701
C -0.778 -3.549 3.313 -0.0598
C -2.131 -3.598 3.315 -0.0043
N -2.590 -2.902 2.236 0.0847
N -1.549 -2.350 1.526 -0.0129
C -0.395 -2.736 2.202 -0.0641
C 0.884 -2.309 1.775 -0.4801
O 1.959 -2.775 2.195 0.0450
O 0.855 -1.346 0.873 -0.1508
H 1.614 -3.631 3.382 0.0314
H -2.798 -4.086 4.002 0.1320
H -3.513 -2.548 2.053 0.1627
C -1.723 -1.664 0.373 -0.2092
C -2.944 -1.967 -0.400 -0.2412
C -3.583 -3.221 -0.389 -0.0628
C -4.644 -3.507 -1.229 -0.0983
C -5.121 -2.555 -2.121 -0.1100
C -4.480 -1.327 -2.178 -0.0858
C -3.410 -1.046 -1.346 -0.0905
H -3.208 -4.015 0.242 0.1078
H -5.092 -4.493 -1.195 0.0948
H -5.956 -2.776 -2.773 0.0892
H -4.802 -0.576 -2.889 0.0993
H -2.921 -0.086 -1.442 0.0168
O -0.901 -2.990 -2.465 0.1063
C 0.137 -2.377 -2.556 -0.3993
N 0.590 -1.352 -1.737 -0.0024
C 1.823 -0.927 -2.166 -0.4433
O 2.483 -0.032 -1.662 0.0740
C 2.214 -1.724 -3.377 -0.0870
C 3.337 -1.677 -4.174 -0.0086
C 3.397 -2.571 -5.241 -0.0851
C 2.357 -3.468 -5.483 -0.0835
C 1.227 -3.496 -4.669 -0.0058
C 1.184 -2.605 -3.618 -0.0827
H 4.135 -0.974 -3.972 0.1145
H 4.265 -2.578 -5.888 0.0952
H 2.435 -4.156 -6.316 0.0957
H 0.409 -4.183 -4.848 0.1161
```

Computed properties:
net charge = -1
multiplicity = 2
HOMO level (alpha / beta) = -0.1233 / -0.1279 hartree
lowest unoccupied orbital energy (alpha / beta) = 2.03 / 2.11 eV
<S²> = 1.04

We obtain strongest force on any atom values of 0.93; 2.60 eV Å⁻¹ for the records listed above, in that order.